No. 1
Entry from the OMol25 dataset: a cluster of 10 separate species, C15H50N6O10 in total in a non-equilibrium geometry (the ωB97M-V functional and the def2-TZVPD basis).

Properties
Relative energy (zero: lowest compared OMol25 entry of this formula, charge and spin) ... 164.6 kcal/mol
E ... -45777.4916 eV
Frontier orbital gap ... 8.2 eV
LUMO level ... -0.155 eV
Highest occupied orbital energy ... -8.40 eV
Net charge ... 0

Positions of all 81 atoms, in Å:
1 C 14.57300 15.71400 -14.63600
2 C 15.09000 14.33500 -14.99400
3 O 14.08400 13.37100 -14.81900
4 H 15.31800 16.46500 -14.69500
5 H 14.13300 15.76300 -13.68600
6 H 13.81800 16.03600 -15.28900
7 H 15.86900 14.15100 -14.38900
8 H 15.41900 14.21900 -16.02900
9 H 14.13800 12.58100 -15.38800
10 C 12.08400 13.86000 -9.52300
11 C 11.76700 15.11800 -10.41500
12 O 10.67100 14.77900 -11.21700
13 H 13.04900 13.98900 -9.07500
14 H 12.23700 12.91700 -10.13800
15 H 11.54900 13.72800 -8.63900
16 H 12.68800 15.36800 -10.90700
17 H 11.58400 15.99000 -9.87000
18 H 10.47400 15.54100 -11.74300
19 C 13.37600 9.24900 -8.27400
20 C 12.79600 10.30800 -9.24900
21 O 11.44600 10.23100 -9.19600
22 H 12.94200 8.27700 -8.47300
23 H 13.01400 9.45200 -7.27800
24 H 14.44400 9.05000 -8.24100
25 H 13.20400 10.03900 -10.14400
26 H 13.21300 11.30200 -9.07200
27 H 11.10000 10.78100 -9.92200
28 C 16.11300 10.66000 -15.38400
29 C 14.84100 10.03500 -14.90400
30 O 13.70600 10.75300 -15.32200
31 H 16.91500 10.10200 -14.92600
32 H 16.17900 11.66600 -15.09700
33 H 16.37700 10.57500 -16.45700
34 H 14.88700 9.85500 -13.80600
35 H 14.76500 9.00900 -15.36300
36 H 13.55300 10.50600 -16.25000
37 C 20.02500 11.72300 -11.30500
38 C 19.35600 11.08300 -12.59600
39 O 18.64500 9.91800 -12.17700
40 H 19.30200 12.00300 -10.47700
41 H 20.54100 12.63500 -11.52700
42 H 20.80500 11.09300 -10.86700
43 H 20.23000 10.72500 -13.19400
44 H 18.82700 11.79800 -13.19900
45 H 18.98500 9.68700 -11.28200
46 C 17.08100 10.63500 -7.36900
47 O 16.76300 9.30900 -7.05200
48 N 17.02000 11.03900 -8.58200
49 N 17.44000 11.52600 -6.53500
50 H 16.71500 10.43000 -9.35000
51 H 17.34700 11.97200 -8.78200
52 H 17.42300 11.34200 -5.46500
53 H 17.31500 12.60500 -6.78800
54 C 15.71600 8.36600 -11.60700
55 O 15.73900 9.38600 -10.62200
56 N 14.90800 7.34600 -11.52100
57 N 16.52400 8.34200 -12.63300
58 H 14.35600 7.10500 -10.62000
59 H 14.90400 6.54100 -12.21300
60 H 17.28400 9.03200 -12.55400
61 H 16.45600 7.69000 -13.43500
62 C 11.56300 11.67800 -12.67800
63 O 10.71000 11.51500 -11.61800
64 N 11.87100 12.88000 -13.08000
65 N 11.88700 10.73600 -13.44800
66 H 11.53800 13.65500 -12.42200
67 H 12.50000 13.13800 -13.81800
68 H 11.78000 9.83600 -12.96900
69 H 12.55000 10.69400 -14.26400
70 C 16.31800 15.34800 -11.62200
71 O 17.33900 14.35500 -11.72900
72 H 15.30900 15.05900 -11.56800
73 H 16.35500 16.18400 -12.34600
74 H 16.53400 15.87400 -10.67800
75 H 16.84400 13.57300 -11.90700
76 C 14.87900 12.14000 -11.78700
77 O 16.24700 11.92900 -12.01000
78 H 14.33200 11.23200 -12.10500
79 H 14.38900 13.02600 -12.18300
80 H 14.74300 12.05400 -10.76300
81 H 16.61300 11.07000 -11.67700

Atoms 1-6, force components in eV/Å:
0.2434 -0.7041 -1.0551
-2.2243 0.7141 -2.3232
-1.0065 -0.4832 0.2602
1.0753 0.5582 0.0483
-0.3871 -0.2804 1.6291
-1.1988 0.2615 -1.2114

No. 2
Entry from the OMol25 dataset: a cluster of 9 separate species, C15H51N9O9 in total in a non-equilibrium geometry (the ωB97M-V functional and the def2-TZVPD basis).

Properties
Relative energy (zero: lowest compared OMol25 entry of this formula, charge and spin) ... 0.0 kcal/mol
E ... -48222.3916 eV
Frontier orbital gap ... 9.9 eV
LUMO level ... 0.454 eV
Highest occupied orbital energy ... -9.40 eV
Net charge ... 0

Positions of all 84 atoms, in Å:
1 O 0.93229 -2.69793 -3.38050
2 H 1.11586 -2.62579 -2.44203
3 H 0.23831 -3.42460 -3.44859
4 O 3.64661 -0.20384 0.28318
5 H 3.22315 -0.90941 -0.26619
6 H 3.15718 -0.26083 1.13153
7 O 0.61191 -1.70390 -0.36162
8 H 0.59092 -0.93859 0.25139
9 H -0.33080 -1.92290 -0.50223
10 C 2.30267 0.70742 -4.78216
11 O 3.05232 1.70710 -4.84908
12 N 2.84011 -0.52097 -4.47797
13 N 0.99297 0.81728 -4.86604
14 H 2.30929 -1.28937 -4.13445
15 H 3.81202 -0.50226 -4.30924
16 H 0.49188 1.68415 -5.00482
17 H 0.31931 0.01443 -4.62983
18 C 1.20378 2.92893 -1.70838
19 O 0.16401 3.54193 -1.53766
20 N 2.07527 3.37991 -2.70148
21 N 1.56298 1.71954 -1.09799
22 H 1.57090 4.04217 -3.32237
23 H 2.74524 2.85584 -3.21960
24 H 1.18071 1.46421 -0.17638
25 H 2.53528 1.36281 -1.14998
26 C -2.42166 0.40642 -0.45329
27 O -2.60443 -0.72203 0.03274
28 N -3.19181 1.44553 -0.04166
29 N -1.50742 0.73384 -1.42145
30 H -3.58817 1.21486 0.86249
31 H -2.74756 2.31335 -0.03911
32 H -0.71879 0.12838 -1.50713
33 H -1.19763 1.68649 -1.47851
34 C 0.66438 -0.77084 3.98489
35 C -0.27922 -0.18661 2.87800
36 C -1.31753 0.54183 3.71890
37 O -2.12003 1.37518 2.92152
38 C -3.14418 2.05249 3.66137
39 N 0.46809 0.68280 1.96986
40 H 0.08567 -1.37947 4.64125
41 H 1.07244 0.08465 4.50710
42 H 1.47185 -1.31473 3.52088
43 H -0.82845 -0.97054 2.32037
44 H -0.78811 1.12622 4.47291
45 H -1.86920 -0.24405 4.27138
46 H -3.64226 1.31922 4.28379
47 H -3.95772 2.38370 2.96840
48 H -2.85917 2.93856 4.26286
49 H 1.03688 1.25412 2.56497
50 H -0.27406 1.33736 1.69681
51 C -2.53468 -3.05200 -2.24363
52 C -2.22276 -4.50582 -1.89654
53 C -3.46861 -5.25750 -1.38096
54 O -3.19089 -6.64578 -1.37396
55 C -4.31351 -7.35853 -1.01289
56 N -1.53893 -5.15090 -3.06524
57 H -2.56211 -2.27866 -1.41995
58 H -3.48455 -2.94638 -2.77042
59 H -1.68990 -2.85417 -2.85161
60 H -1.51386 -4.54041 -1.05803
61 H -4.28713 -5.04637 -2.11358
62 H -3.89610 -4.89198 -0.44949
63 H -5.26090 -6.99767 -1.48642
64 H -4.66536 -7.08474 0.03477
65 H -4.11602 -8.43568 -1.16074
66 H -2.18153 -5.18274 -3.86808
67 H -1.41426 -6.15699 -2.82262
68 C 0.92174 4.26396 1.44326
69 C 2.37714 4.63988 1.61015
70 C 3.08479 3.48084 2.28941
71 O 2.53486 2.99181 3.50622
72 C 3.43433 2.09790 4.14530
73 N 2.95983 5.04768 0.36236
74 H 0.47290 4.83556 0.63220
75 H 0.39793 4.43982 2.40025
76 H 0.75617 3.18653 1.24007
77 H 2.42027 5.45244 2.32328
78 H 4.13310 3.69636 2.42480
79 H 3.08617 2.59597 1.54695
80 H 2.96859 1.67814 5.03581
81 H 4.36379 2.66050 4.38677
82 H 3.62027 1.22671 3.50729
83 H 2.75923 4.27131 -0.26281
84 H 3.96384 5.15885 0.45125

Atoms 1-6, force components in eV/Å:
-1.2179 -1.1309 -0.4257
-0.0407 0.0768 0.4203
1.2181 1.0258 0.0997
-0.9919 -0.8593 -0.0094
0.4828 0.7541 0.6527
0.3495 0.0979 -0.7118

Look up the E of the first one.
-45777.4916 eV